Below is a cluster of 7 separate species, C51H75N8O6P3S2 in total at a distorted geometry, with properties calculated with ωB97M-V with the def2-TZVPD basis set.

Geometry as XYZ:
```
145
Properties=species:S:1:pos:R:3:forces:R:3:lowdin_charge:R:1
H 2.724 5.316 7.849 0.1 0.0 0.0 0.1041
H -2.537 -3.891 -5.656 0.6 1.5 0.1 0.0602
C 9.933 -0.391 5.310 0.1 0.3 -0.1 -0.0872
H -5.490 -1.901 0.526 -0.3 -0.4 -2.4 0.1135
C 5.087 -2.605 1.925 0.3 -0.1 -1.4 -0.2520
C 3.758 4.992 7.888 0.1 -0.1 0.3 -0.0685
C -1.980 1.042 -0.170 0.0 1.4 0.7 -0.4421
H 2.467 1.471 -2.245 -1.4 1.7 0.9 0.0554
H 4.508 -3.546 1.491 1.1 2.0 1.2 0.0993
O 1.002 -0.364 -3.385 -1.0 -2.8 1.1 -0.3474
H -0.821 1.016 1.887 -2.0 1.2 -1.0 0.0641
C 1.063 -1.839 -3.122 1.7 -0.5 0.5 -0.2891
C -6.709 -1.447 5.109 0.0 0.0 0.0 -0.0838
H -0.283 1.676 -3.203 0.6 0.2 0.0 -0.0207
C -4.918 4.667 -9.304 0.0 -0.2 -0.2 -0.0910
H -0.282 -6.521 2.440 0.0 0.1 0.0 0.0984
H -4.628 -2.540 -1.034 -1.9 1.1 0.5 0.1095
H -5.196 5.711 -9.387 0.0 -0.1 0.0 0.0936
H 6.092 3.664 9.961 0.0 0.0 -0.1 0.0974
C 0.885 1.977 -0.531 1.3 1.0 0.4 -0.4708
C -0.442 -2.491 -3.332 -0.9 1.2 1.8 -0.3440
P -0.605 0.270 -3.086 -2.3 1.4 -2.3 0.3608
C -6.366 -0.736 3.964 -0.1 -0.1 0.3 -0.0627
H 1.532 1.675 0.425 -1.5 0.7 -1.9 0.0476
C 6.678 -2.845 1.502 -0.6 -0.4 0.5 -0.1663
N -8.322 -1.581 2.829 0.5 0.0 0.9 0.0579
H 1.848 -3.515 -1.784 -0.9 2.4 0.3 0.1296
C 4.453 -1.262 1.169 0.0 -0.3 0.9 -0.2160
H -4.843 1.749 -11.034 0.0 0.0 0.1 0.0966
H -6.975 -0.294 1.943 0.1 0.0 0.1 0.0932
H 5.217 -0.805 0.375 -1.7 -1.2 1.6 0.1099
C 10.051 1.084 3.419 0.1 -0.1 0.3 -0.0795
H -0.241 1.024 -5.568 -1.7 -1.3 1.1 0.0836
H -1.465 -0.507 -5.452 0.9 1.9 0.6 0.0410
H -9.534 -2.857 3.904 0.1 0.0 0.0 0.0952
C 4.570 5.085 6.769 0.9 -0.2 -0.1 -0.1517
H -2.657 1.692 2.024 2.0 -0.2 -1.3 0.0505
C 10.322 0.826 4.758 0.0 0.0 0.0 -0.0911
C 5.637 4.072 9.066 -0.3 0.1 0.0 -0.0837
C 4.204 4.441 0.918 -0.3 -1.0 0.0 -0.1459
H -8.156 -2.791 5.986 0.0 0.0 -0.1 0.0933
H 3.699 4.385 9.954 0.1 0.0 -0.1 0.1029
H -5.474 -0.121 3.932 -0.1 -0.1 -0.1 0.1067
C 1.592 -2.357 -1.659 0.8 0.1 0.8 -0.1768
H 3.963 -2.085 -1.622 -1.8 0.6 1.0 0.1046
H -1.059 -4.706 0.907 0.0 0.2 -0.1 0.0986
H 4.346 -0.435 2.023 0.1 -1.7 -1.9 0.0842
H 0.810 -2.183 -0.774 1.5 -0.5 -2.2 0.0916
H -2.431 1.930 -0.815 0.5 -1.9 1.2 0.0654
C -1.108 0.491 -4.956 -1.0 0.6 -1.4 -0.3109
C 9.396 0.109 2.683 -0.3 -0.9 0.2 -0.1393
H -5.510 4.143 -11.308 0.0 0.0 0.1 0.0962
C 6.370 4.208 7.898 -0.2 0.3 -0.8 -0.1519
N 0.516 -2.179 -6.075 -1.1 -2.8 1.5 -0.2083
H 10.342 2.021 2.958 -0.1 -0.1 0.0 0.0992
H 8.966 -2.269 4.876 0.0 0.1 0.0 0.1013
C -1.679 1.653 1.358 0.3 0.0 -0.1 -0.2330
P -0.405 -3.169 -5.127 1.2 2.0 -3.6 0.7914
C -7.198 -0.833 2.860 -0.8 -0.4 -0.2 -0.1445
C 4.305 4.475 9.057 0.0 0.0 0.0 -0.0835
H 1.290 -2.718 -6.521 -0.9 0.4 0.5 -0.0376
N -6.090 -0.835 -1.270 0.2 -0.2 -1.6 -0.2434
H 0.654 -3.485 5.328 0.0 -0.1 0.0 0.0841
C 2.989 -1.648 0.513 -0.4 0.7 -0.1 -0.2151
H 7.414 3.911 7.856 -0.1 0.0 0.0 0.0991
C -0.933 -3.707 -2.330 -2.9 -3.3 5.5 -0.4118
H -8.067 -0.932 -0.155 1.4 0.3 -2.3 0.1126
H 4.188 5.479 5.832 -0.1 0.0 0.2 0.0823
C -6.770 -3.343 -0.693 -0.7 0.2 0.4 -0.1521
H 0.253 2.924 -0.255 1.3 -1.5 -0.5 0.0570
H -6.280 -4.397 -0.440 -1.0 2.4 -0.7 0.0869
C -4.378 4.171 -8.128 0.3 -0.9 0.3 -0.1399
H -1.975 0.696 -2.768 0.3 -0.1 0.0 -0.0370
C -4.194 2.054 -9.006 0.2 0.4 0.9 -0.1325
N 9.008 -1.082 3.190 0.6 0.8 0.7 0.0663
H 9.159 0.264 1.634 0.0 0.0 0.1 0.1048
H 4.975 6.283 1.717 0.0 -0.1 0.0 0.0939
S -4.824 0.947 -3.354 -0.5 -1.8 1.0 0.7654
N -4.012 2.882 -7.954 -0.5 0.5 -1.1 0.0720
C 3.837 2.707 2.382 -0.1 0.1 -1.0 -0.1313
C -0.239 -5.480 2.750 0.0 0.1 0.0 -0.0877
C -5.650 -2.135 -0.632 0.2 -1.4 1.1 -0.2602
H 2.180 -0.843 0.862 1.7 -1.7 -0.9 0.0978
C 4.655 5.270 1.932 0.0 -0.1 0.3 -0.0845
C 1.960 2.375 -1.701 0.0 1.4 -0.1 -0.2070
H 4.929 -2.539 3.088 0.4 -0.2 -2.3 0.0988
H -3.624 -0.481 -5.100 -0.6 2.1 0.7 0.0568
C -0.672 -4.474 1.893 0.1 -0.5 0.1 -0.0463
N 5.866 4.705 6.748 -0.6 0.0 0.9 0.0643
C 0.251 -5.141 4.007 -0.1 0.0 -0.1 -0.1109
C -5.563 -0.688 -2.697 -0.1 -1.8 -1.4 -0.8761
H 1.383 3.092 -2.456 1.4 -1.9 1.3 0.0658
C 4.686 4.767 3.229 0.0 0.0 0.0 -0.0982
H 10.129 -0.622 6.351 0.0 0.0 -0.1 0.0954
H -6.082 -1.395 5.995 0.0 0.0 -0.1 0.1020
C -4.722 2.457 -10.222 -0.1 0.4 0.0 -0.0838
H 5.032 5.387 4.050 0.1 -0.1 -0.2 0.0725
C -7.584 -0.616 -1.192 -0.6 2.0 -0.7 -0.2672
H 3.505 1.681 2.512 0.0 0.1 0.0 0.0923
C -0.595 -3.162 2.331 0.2 0.6 0.7 -0.1297
H 2.852 3.040 -1.273 -1.9 -1.5 -0.6 0.0346
N -0.127 -2.801 3.546 0.0 -1.0 -0.1 0.0462
C -7.843 1.026 -1.303 0.1 -0.6 0.4 -0.1326
H 1.935 -2.231 -3.837 -2.4 0.7 1.1 0.1461
O 0.168 -4.814 -5.261 -3.2 1.2 -0.6 -0.2565
H -3.894 1.023 -8.840 0.0 0.1 0.0 0.1123
H -7.576 -3.108 0.146 1.6 -0.7 -1.6 0.0498
C -5.091 3.790 -10.370 0.0 0.0 0.0 -0.0980
H -4.220 4.816 -7.269 0.0 0.0 -0.1 0.1053
H 6.734 -3.650 0.629 -0.1 1.9 1.8 0.0760
H -2.352 2.330 -4.168 -0.2 -1.7 -1.5 0.0810
H 7.179 -1.831 1.181 -0.9 -2.2 0.7 0.0513
H 10.832 1.566 5.367 -0.1 -0.1 -0.1 0.0991
C -8.627 -2.262 3.955 0.2 0.4 -0.8 -0.1614
H -2.396 2.099 -6.054 -0.4 -1.3 2.2 0.0762
H -8.113 -1.116 -2.121 0.8 0.7 2.0 0.1123
N 3.794 3.169 1.113 0.5 0.7 0.9 0.0785
O -1.341 -1.339 -3.026 2.5 -2.6 -1.2 -0.3396
H -0.609 -5.363 -5.633 1.8 1.1 1.0 0.0785
H -7.374 -3.368 -1.721 1.7 -0.1 2.2 0.0554
O -0.410 -4.934 -2.279 -1.4 5.6 -1.4 -0.1645
P -0.272 0.517 -0.947 0.0 -1.2 3.0 0.8161
S -5.624 -2.069 -3.743 0.2 2.7 1.8 0.5703
C 2.992 -1.636 -1.148 -1.1 0.7 0.5 -0.1927
H -4.516 1.006 -5.858 1.1 -0.7 2.1 0.0628
H 7.223 -3.300 2.437 -0.7 1.0 -1.9 0.0494
H 4.280 3.039 4.461 0.0 0.0 -0.1 0.0943
H 0.596 -5.901 4.697 0.0 0.1 0.0 0.0841
C -2.433 1.510 -5.017 0.6 0.0 -0.3 -0.3027
H -1.271 2.755 1.294 -0.8 -2.1 0.0 0.0433
C 0.285 -3.800 4.356 -0.3 0.7 -0.5 -0.1892
O -2.032 -3.041 -5.816 1.7 -2.4 1.5 -0.2628
C 4.268 3.460 3.462 0.1 0.4 0.0 -0.0738
H -2.732 0.135 -0.090 1.7 1.9 -0.4 0.0800
C 9.286 -1.304 4.493 -0.3 0.1 -1.0 -0.1471
O -2.024 -3.421 -1.342 5.2 -0.7 -5.1 -0.2724
H -7.196 1.498 -0.423 -1.5 -0.8 -2.0 0.0831
H -7.501 1.461 -2.348 -0.7 -0.9 2.2 0.0490
C -7.861 -2.225 5.109 0.2 0.2 -0.1 -0.0912
H 2.927 -0.512 -1.465 0.3 -2.0 0.6 0.0855
H -0.918 -2.340 1.698 0.0 -0.1 -0.1 0.1045
H 2.581 -2.683 0.948 1.1 2.1 -1.0 0.1092
C -3.861 0.653 -4.934 0.7 -0.3 -2.0 -0.4864
H -8.991 1.235 -1.135 2.3 -0.3 -0.3 0.0662
H 4.158 4.789 -0.110 0.0 0.0 0.0 0.0972
```
Positions in Å, forces in eV/Å.

Summary:
HOMO-LUMO gap   3.556 eV
HOMO level   -0.7 eV
Total charge   -2